Entry from OMol25: a single C6H11N molecule at a distorted geometry (ωB97M-V/def2-TZVPD).

**Charge**: 0
**Max |F|**: 1.1 eV/Å
**Calculated total energy**: -289.96460 a.u.
**LUMO**: 0.0342 Eh
**HOMO level**: -11.2781 eV
**Frontier orbital gap**: 12.2 eV
**SMILES**: CCC[C@@H](C)C#N

Atoms and positions in Å:
1 C -2.474 -0.150 -0.995
2 C -1.327 0.304 -0.098
3 C 0.049 -0.246 -0.493
4 C 1.068 -0.283 0.676
5 C 2.520 -0.106 0.213
6 C 0.762 0.725 1.707
7 N 0.519 1.503 2.528
8 H -3.426 0.228 -0.607
9 H -2.366 0.212 -2.023
10 H -2.538 -1.244 -1.026
11 H -1.277 1.400 -0.088
12 H -1.552 0.011 0.934
13 H -0.048 -1.270 -0.875
14 H 0.469 0.348 -1.315
15 H 0.975 -1.254 1.180
16 H 2.779 -0.873 -0.523
17 H 2.651 0.877 -0.250
18 H 3.214 -0.182 1.056

Results of the natural (NBO) charge analysis, in e, for atoms 1 through 2: atom 1 (C): -0.601, atom 2 (C): -0.404

---

Entry from OMol25: a single C6H11N molecule at a distorted geometry (ωB97M-V/def2-TZVPD).

**Charge**: 0
**Max |F|**: 5.8 eV/Å
**Calculated total energy**: -289.82796 a.u.
**LUMO**: 0.0372 Eh
**HOMO level**: -8.5226 eV
**Frontier orbital gap**: 9.5 eV
**SMILES**: C=NC(=C)CCC

Atoms and positions in Å:
1 C 0.659 0.164 2.534
2 N -0.514 0.327 2.016
3 C -0.772 0.616 0.641
4 C -0.382 1.744 -0.038
5 C -1.425 -0.557 0.033
6 C -0.141 -1.189 -1.041
7 C 0.934 -0.170 -1.582
8 H 0.777 -0.073 3.486
9 H 1.645 0.455 2.082
10 H 0.481 2.269 0.271
11 H -0.642 2.188 -1.003
12 H -2.309 -0.464 -0.459
13 H -1.458 -1.517 0.562
14 H -0.684 -1.713 -1.824
15 H 0.296 -2.144 -0.563
16 H 1.622 0.040 -0.754
17 H 1.336 -0.783 -2.432
18 H 0.576 0.808 -1.930

Results of the natural (NBO) charge analysis, in e, for atoms 1 through 2: atom 1 (C): -0.032, atom 2 (N): -0.381

---

Entry from OMol25: C6H11N as an isolated structure at a distorted geometry (ωB97M-V/def2-TZVPD).

**Charge**: 0
**Max |F|**: 4.0 eV/Å
**Calculated total energy**: -289.83784 a.u.
**LUMO**: 0.0376 Eh
**HOMO level**: -7.7426 eV
**Frontier orbital gap**: 8.8 eV

Atoms and positions in Å:
1 C -1.054 0.137 -1.667
2 C -0.336 -0.443 -0.447
3 C 1.103 -0.705 -0.734
4 C -0.418 0.548 0.759
5 C -0.288 -0.148 2.120
6 C 0.740 1.535 0.619
7 N 1.637 0.994 -0.084
8 H -2.106 0.341 -1.442
9 H -1.016 -0.554 -2.517
10 H -0.590 1.081 -1.980
11 H -0.836 -1.360 -0.121
12 H 2.372 0.834 -0.716
13 H 1.334 -0.905 -1.801
14 H 1.599 -1.460 -0.111
15 H -1.378 1.082 0.732
16 H -0.285 0.581 2.936
17 H -1.124 -0.837 2.278
18 H 0.646 -0.720 2.175

Results of the natural (NBO) charge analysis, in e, for atoms 1 through 2: atom 1 (C): -0.602, atom 2 (C): -0.278